The following is a quantum chemistry calculation of a structure of composition C17H36B5CaF20MnN6O4 in a non-equilibrium geometry, from OMol25.

Each line ends with the Mulliken spin population.
CARTESIAN COORDINATES (ANGSTROEM)
1 F 4.92289 -2.78349 -0.05475  0.01
2 H -3.17329 -1.60607 6.70638  0.00
3 H -0.39831 1.88166 -2.29421  0.00
4 H -0.41497 -0.08387 8.27616  0.00
5 H 3.95414 2.18551 0.53529  0.00
6 H 2.83422 3.83047 -3.33492  0.00
7 C -5.02421 0.32958 -5.26332  0.00
8 F 4.93756 -4.95514 0.86788  0.00
9 H -2.99275 -0.30473 7.78195  0.00
10 H 2.65024 4.97545 0.12717  0.00
11 H -2.02159 3.49349 -3.65175  0.00
12 F 0.40517 -5.69767 -2.40363  0.00
13 F 3.96490 0.37688 -4.09542  0.00
14 B -1.97830 -3.84566 3.16444  0.00
15 F -2.72463 -4.68862 2.29309  0.00
16 F -5.03199 -1.55460 -1.47239  0.00
17 F -1.85458 -2.72762 2.33700  0.00
18 H 1.96419 1.32928 0.46368  0.00
19 H 0.69814 -2.55866 3.83372  0.00
20 C 0.75675 -0.84746 6.54681  0.00
21 H 4.02517 5.70393 -2.91477  0.00
22 H -1.71587 1.44427 -1.34114  0.00
23 C 2.61976 3.83993 -2.26730  0.00
24 F -2.73670 -3.52351 4.27857  0.00
25 C 3.12907 2.88378 0.70339  0.00
26 F -0.91271 -3.83425 -2.09037  0.00
27 F 1.38371 -3.62996 -2.30795  0.03
28 C -2.49965 2.57459 -3.93013  0.00
29 C -3.59117 2.31940 -4.66348  0.00
30 B 3.04321 -0.12308 -3.20028  -0.01
31 B 0.31578 -4.45964 -1.81227  0.02
32 B 4.15876 -3.90779 0.36977  0.01
33 C -5.58235 -0.80537 -4.43676  0.00
34 H 5.21005 5.76240 -1.61454  0.00
35 F 3.22888 -3.58653 1.37163  0.00
36 O 2.03970 2.22902 0.05233  0.00
37 H 3.40639 6.26386 -1.43207  0.00
38 C -3.04986 0.43993 -3.72888  0.00
39 H -6.50245 -1.14782 -4.91204  0.00
40 C -0.96956 -1.03086 5.25582  0.00
41 F -3.80729 -2.09009 0.44495  0.00
42 H -5.77738 1.07102 -5.52384  0.00
43 H -4.71728 -0.05974 -6.23786  0.00
44 F -2.91714 -0.72528 -1.06418  0.00
45 C -2.86048 -0.56267 6.73141  0.00
46 N 0.78704 -1.20496 0.17797  -0.01
47 F -3.21879 -2.93044 -1.59358  0.00
48 H 5.08424 3.26066 -2.86447  0.00
49 C 3.42193 4.21950 0.02452  0.00
50 F 3.52984 -0.21912 -1.85910  0.03
51 H -4.61223 0.34736 5.88461  0.00
52 N -2.22472 1.37345 -3.28030  0.00
53 H -3.23595 1.46045 6.00064  0.00
54 F 2.67272 -1.45143 -3.49360  0.03
55 F 1.91682 0.71824 -3.21420  0.00
56 F 3.49101 -4.32701 -0.82886  0.03
57 H -3.09472 -0.57847 -3.38461  0.00
58 H -5.92109 -0.50411 -3.44029  0.00
59 H 2.23443 2.87363 -1.97196  0.00
60 H -3.37165 0.14953 4.75968  0.00
61 O -0.38843 -1.65208 0.12559  0.02
62 H 4.37003 2.15549 -1.61857  0.00
63 O 1.03245 -0.16424 0.83441  0.01
64 H -4.15812 2.91550 -5.36064  0.00
65 H -0.79283 0.16067 -2.25255  0.00
66 N -3.89896 0.99168 -4.60335  0.00
67 H -1.62932 -1.27778 4.43906  0.00
68 B -3.79616 -1.82520 -0.90683  0.00
69 C -0.31566 -0.39658 7.25401  0.00
70 H 1.35178 -1.00199 3.37466  0.00
71 C 4.16110 5.59827 -1.83806  0.00
72 F 0.33582 -4.52840 -0.43557  0.00
73 C 4.79252 3.13029 -1.83340  0.00
74 C -3.52651 0.43461 5.79989  0.00
75 H 2.95147 3.07379 1.76206  0.00
76 O 1.71105 -1.89480 -0.32476  -0.02
77 H 2.15488 -1.93464 4.65332  0.00
78 C 1.19543 -1.67400 4.21839  0.00
79 H 1.78792 -0.92959 6.84300  0.00
80 C -1.21269 1.15709 -2.26904  0.00
81 N -1.40482 -0.61653 6.43149  0.00
82 F -0.71380 -4.32507 3.47950  0.00
83 H 1.79633 4.55784 -2.19047  0.00
84 H 5.55642 3.28293 -1.06445  0.00
85 Ca -1.84671 -3.68068 0.21001  0.00
86 Mn 3.08064 -2.56514 -1.85574  4.87
87 H 4.35121 4.59759 0.46021  0.00
88 N 0.35281 -1.11946 5.26429  0.00
89 H -4.95228 -1.65577 -4.18010  0.00
90 N 3.80138 4.20461 -1.42601  0.00

Properties
HOMO energy (alpha / beta), eV: -12.083 / -12.091
Strongest force on any atom, eV Å⁻¹: 3.22
Spin multiplicity: 6
<S²>: 8.752
Charge: +1
Gap between HOMO and LUMO (alpha / beta), eV: 10.0 / 10.0